# 1
Formula: C5H14
Source: the Open Molecules 2025 dataset
Level of theory: the ωB97M-V functional and the def2-TZVPD basis

Computed properties:
HOMO energy   -10.780 eV
Maximum force   2.74 eV Å⁻¹
2S+1   1
Relative energy (zero: lowest compared OMol25 entry of this formula, charge and spin)   23.5 kcal/mol

```
19
Properties=species:S:1:pos:R:3:nbo_charge:R:1
C -1.192 0.114 0.178 -0.62
C -1.467 1.561 -0.173 -0.41
C -0.839 2.557 0.832 -0.61
H -0.267 -0.219 0.603 0.21
H -1.979 -0.197 0.888 0.20
H -1.314 -0.598 -0.634 0.21
H -2.489 1.807 -0.531 0.21
H -0.936 1.748 -1.120 0.19
H -0.137 1.958 1.380 0.21
H -1.586 3.102 1.391 0.21
H -0.261 3.316 0.299 0.21
C 1.789 -1.567 -0.986 -0.62
C 1.530 -2.480 0.193 -0.63
H 1.898 -2.055 -1.916 0.21
H 1.104 -0.758 -1.232 0.21
H 2.654 -0.965 -0.786 0.20
H 2.357 -2.445 0.867 0.21
H 1.286 -3.513 -0.120 0.21
H 0.527 -2.293 0.586 0.21
```

# 2
Formula: C7H13N4
Source: the Open Molecules 2025 dataset
Level of theory: the ωB97M-V functional and the def2-TZVPD basis

Computed properties:
HOMO energy   -10.630 eV
Maximum force   5.00 eV Å⁻¹
2S+1   1
Total charge   +1
Relative energy (zero: lowest compared OMol25 entry of this formula, charge and spin)   188.2 kcal/mol

```
24
Properties=species:S:1:pos:R:3:nbo_charge:R:1
C -1.180 0.934 -2.256 0.40
C -0.433 1.832 -1.797 -0.05
C -0.168 -0.641 1.425 0.61
C -0.073 3.047 -1.357 -0.15
C -0.365 -1.245 -2.552 -0.45
C -2.093 -1.986 2.240 -0.42
C 2.523 0.635 2.090 -0.41
N -1.353 -0.251 -2.759 -0.45
N -1.193 -0.922 1.963 -0.51
N 0.761 -0.217 0.796 -0.40
N 1.928 0.445 0.811 -0.43
H -0.772 3.836 -1.526 0.26
H 0.847 3.159 -0.870 0.25
H 0.774 -0.764 -2.702 0.23
H -0.507 -1.990 -3.352 0.25
H -0.332 -1.522 -1.463 0.26
H -1.698 -3.094 2.299 0.20
H -2.724 -2.120 1.274 0.19
H -2.762 -1.706 3.087 0.23
H 2.761 -0.249 2.615 0.18
H 3.423 1.193 1.987 0.21
H 1.836 1.112 2.701 0.20
H -2.203 -0.535 -3.075 0.43
H 2.489 0.337 0.066 0.37
```

# 3
Formula: C24H44N7O3P2Sr
Source: the Open Molecules 2025 dataset
Level of theory: the ωB97M-V functional and the def2-TZVPD basis

Computed properties:
HOMO energy (alpha / beta)   -10.888 / -9.743 eV
Maximum force   11.27 eV Å⁻¹
2S+1   1
Total charge   +1
Relative energy (zero: lowest compared OMol25 entry of this formula, charge and spin)   183.7 kcal/mol

```
81
Properties=species:S:1:pos:R:3:lowdin_charge:R:1
Sr -0.023 0.180 -0.055 1.49
C -2.172 -2.608 -0.001 -0.06
N -0.762 -2.517 0.409 -0.24
C 0.115 -3.284 -0.501 -0.05
C -0.626 -2.918 1.792 -0.19
C -0.999 -4.184 2.196 -0.01
C -0.868 -4.590 3.521 -0.03
C -0.349 -3.714 4.477 -0.05
C 0.056 -2.457 4.109 0.01
C -0.067 -2.008 2.759 -0.24
N 0.401 -0.832 2.332 0.06
C 1.252 -0.097 3.205 -0.24
C 0.638 0.817 4.067 -0.04
C 1.376 1.564 4.968 -0.07
C 2.752 1.394 5.026 -0.07
C 3.362 0.486 4.180 0.00
C 2.643 -0.280 3.258 -0.20
N 3.428 -1.088 2.373 -0.19
C 2.935 -2.414 2.053 -0.07
C 3.692 -0.335 1.152 -0.06
H -2.491 -3.642 -0.177 0.09
H -2.322 -2.040 -0.915 0.05
H -2.804 -2.179 0.777 0.10
H 0.752 -3.966 0.061 0.09
H 0.760 -2.619 -1.083 0.08
H -0.480 -3.877 -1.199 0.10
H -1.390 -4.879 1.464 0.13
H -1.164 -5.590 3.807 0.12
H -0.250 -4.033 5.505 0.12
H 0.480 -1.788 4.845 0.12
H -0.441 0.913 4.026 0.12
H 0.878 2.262 5.628 0.11
H 3.346 1.966 5.725 0.11
H 4.433 0.335 4.213 0.12
H 3.765 -3.003 1.660 0.10
H 2.134 -2.407 1.295 0.06
H 2.568 -2.910 2.951 0.10
H 4.368 -0.893 0.506 0.10
H 4.153 0.620 1.406 0.10
H 2.758 -0.108 0.608 0.05
C -3.198 -1.131 -3.294 -0.10
N -3.240 0.068 -2.445 -0.29
C -4.199 1.038 -2.984 -0.10
P -1.787 0.697 -1.960 0.35
O -0.693 -0.386 -2.032 -0.52
O -1.593 1.999 -2.672 -0.31
P 0.766 1.813 -2.152 0.69
O 1.672 1.037 -1.150 -0.55
N 1.162 1.449 -3.733 -0.30
C 0.159 1.161 -4.761 -0.11
C 2.275 0.490 -3.822 -0.10
N 1.157 3.427 -2.040 -0.31
C 0.424 4.353 -2.896 -0.09
C 1.459 3.999 -0.734 -0.10
N -2.027 1.022 -0.185 -0.42
C -1.085 2.220 0.072 -0.25
C -3.373 1.446 0.236 -0.09
H -4.093 -1.730 -3.123 0.09
H -2.324 -1.735 -3.068 0.06
H -3.162 -0.856 -4.353 0.09
H -4.005 1.235 -4.042 0.09
H -4.138 1.987 -2.457 0.07
H -5.209 0.640 -2.873 0.09
H -0.506 2.005 -4.914 0.07
H -0.437 0.272 -4.532 0.07
H 0.694 0.970 -5.691 0.09
H 3.091 0.786 -3.168 0.08
H 2.637 0.490 -4.849 0.09
H 1.962 -0.526 -3.558 0.09
H 0.256 3.909 -3.874 0.07
H 1.019 5.258 -3.025 0.09
H -0.546 4.628 -2.467 0.09
H 1.814 3.232 -0.049 0.08
H 0.593 4.514 -0.299 0.09
H 2.259 4.733 -0.842 0.10
H -0.886 2.455 1.130 0.12
H -1.486 3.123 -0.391 0.10
H -0.126 1.981 -0.492 -0.08
H -4.109 0.736 -0.131 0.08
H -3.620 2.446 -0.132 0.09
H -3.392 1.471 1.326 0.09
```

# 4
Formula: C41H43BrClFN5O6STi
Source: the Open Molecules 2025 dataset
Level of theory: the ωB97M-V functional and the def2-TZVPD basis

Computed properties:
HOMO energy (alpha / beta)   -7.749 / -7.749 eV
Maximum force   3.67 eV Å⁻¹
2S+1   2
<S²>   0.80

```
100
Properties=species:S:1:pos:R:3:lowdin_charge:R:1
Ti -0.071 -0.467 -2.237 0.77
O 3.224 -2.555 -3.528 0.08
C 4.187 -1.601 -3.489 -0.25
C 5.459 -1.849 -4.003 -0.02
C 6.468 -0.910 -3.892 -0.09
C 6.217 0.304 -3.274 -0.09
C 4.941 0.578 -2.812 -0.03
C 3.913 -0.351 -2.919 -0.09
C 2.520 0.063 -2.468 -0.37
O 1.513 -0.632 -3.049 -0.27
N 2.430 -0.107 -0.978 0.05
N 1.279 -0.651 -0.528 -0.05
C 1.305 -1.363 0.539 -0.16
C 0.155 -1.892 1.230 -0.57
Br -1.515 -1.594 0.386 1.02
C 0.296 -2.512 2.411 -0.09
C -0.676 -3.003 3.378 -0.22
C -1.955 -3.472 3.066 -0.05
C -2.811 -3.888 4.073 -0.07
C -2.414 -3.843 5.401 -0.08
C -1.142 -3.393 5.725 -0.08
C -0.279 -2.991 4.723 -0.04
H 3.494 -3.271 -4.111 0.11
H 5.646 -2.797 -4.495 0.11
H 7.451 -1.130 -4.287 0.10
H 7.001 1.041 -3.172 0.10
H 4.724 1.546 -2.377 0.12
H 2.428 1.143 -2.670 0.13
H 3.284 -0.435 -0.538 0.14
H 2.270 -1.559 1.012 0.14
H 1.320 -2.574 2.772 0.12
H -2.282 -3.533 2.039 0.06
H -3.797 -4.254 3.821 0.10
H -3.085 -4.168 6.185 0.10
H -0.820 -3.365 6.757 0.10
H 0.713 -2.638 4.977 0.11
O 0.774 1.279 -5.079 -0.40
Cl -0.146 0.184 -4.845 0.92
O -1.188 0.154 -5.872 -0.42
O -0.896 0.572 -3.543 -0.56
O -0.673 -1.936 -2.416 -0.40
C 1.929 0.555 4.057 -0.06
C 1.033 1.709 3.584 -0.34
C -0.346 1.151 3.237 -0.05
C 1.765 2.537 2.521 -0.11
C 2.957 3.114 2.947 -0.06
C 3.731 3.904 2.122 -0.08
C 3.261 4.211 0.860 -0.05
C 2.043 3.734 0.399 -0.13
C 1.599 4.267 -0.960 -0.34
C 0.887 3.288 -1.912 -0.05
C 0.735 5.522 -0.753 -0.05
C 1.305 2.835 1.215 -0.15
N 0.243 2.150 0.646 0.19
C -0.980 2.626 0.485 -0.26
C -1.553 3.716 1.196 -0.01
C -2.900 3.980 1.107 -0.07
C -3.729 3.226 0.276 -0.04
C -3.197 2.190 -0.493 0.01
C -1.867 1.923 -0.368 -0.17
F -1.300 0.923 -1.112 -0.09
H 1.409 -0.027 4.818 0.07
H 2.859 0.922 4.487 0.07
H 2.174 -0.102 3.222 0.07
H 0.896 2.380 4.441 0.14
H -0.307 0.508 2.361 0.05
H -1.066 1.944 3.052 0.07
H -0.714 0.557 4.075 0.09
H 3.289 2.945 3.963 0.11
H 4.678 4.295 2.468 0.10
H 3.844 4.859 0.216 0.11
H 2.517 4.595 -1.455 0.12
H -0.191 3.450 -1.908 0.08
H 1.081 2.256 -1.622 0.04
H 1.234 3.431 -2.935 0.09
H -0.216 5.264 -0.291 0.06
H 0.531 5.992 -1.716 0.09
H 1.246 6.244 -0.116 0.08
H -0.912 4.278 1.863 0.13
H -3.325 4.777 1.703 0.11
H -4.787 3.439 0.229 0.11
H -3.805 1.602 -1.164 0.06
N -2.780 -2.143 -4.523 0.10
C -3.245 -1.981 -3.267 -0.87
S -3.754 -0.456 -2.805 0.70
N -3.466 -3.136 -2.587 0.07
C -4.142 -3.447 -1.395 -0.24
C -4.629 -2.519 -0.476 -0.10
C -5.306 -2.951 0.655 -0.09
C -5.526 -4.300 0.881 -0.11
C -5.035 -5.228 -0.024 -0.09
C -4.340 -4.808 -1.144 -0.03
H -2.529 -1.308 -5.040 0.05
H -2.189 -2.941 -4.708 0.11
H -3.020 -3.940 -3.005 0.14
H -4.473 -1.468 -0.638 0.02
H -5.659 -2.218 1.368 0.11
H -6.077 -4.629 1.751 0.10
H -5.196 -6.286 0.139 0.10
H -3.948 -5.540 -1.840 0.11
```